Entry 1:
Below is the molecule C17H34BFO5Si, with properties calculated with ωB97M-V/def2-TZVPD.

Structure (XYZ):
```
59
Properties=species:S:1:pos:R:3:mulliken_charge:R:1
C 0.106 -4.460 -0.185 -1.52
C 1.162 -3.497 0.356 0.59
C 2.092 -2.915 -0.723 -1.08
C 2.290 -1.417 -0.582 -0.34
O 1.095 -0.809 -1.060 0.15
C 1.039 0.581 -1.161 -1.33
C 1.623 1.410 -0.001 -0.04
O 2.707 1.300 0.499 -0.63
O 0.777 2.401 0.326 -0.32
C -0.213 2.515 -0.720 -0.52
C -1.403 3.314 -0.233 -0.81
C -2.363 3.634 -1.362 -0.55
F -3.063 2.483 -1.756 -0.29
C -0.424 1.094 -1.245 2.09
C -1.381 0.194 -0.436 -1.37
C -1.322 0.147 1.098 -1.64
O -0.010 -0.017 1.621 0.06
Si 0.265 0.250 3.249 0.92
C 1.887 -0.598 3.628 -1.16
C -1.141 -0.447 4.275 -1.34
C 0.451 2.076 3.567 -1.22
B -0.792 1.073 -2.798 0.50
O -0.429 2.177 -3.584 -0.72
C -1.434 -0.155 -3.527 -0.37
C -0.313 -1.095 -4.045 -0.81
H -0.332 -4.071 -1.109 0.32
H -0.709 -4.587 0.533 0.37
H 0.515 -5.453 -0.385 0.38
H 0.658 -2.665 0.858 -0.45
H 1.755 -4.003 1.124 0.40
H 1.625 -3.081 -1.701 0.33
H 3.067 -3.406 -0.727 0.45
H 2.436 -1.144 0.462 0.13
H 3.161 -1.054 -1.138 0.34
H 1.622 0.880 -2.052 1.00
H 0.245 3.100 -1.525 0.57
H -1.935 2.829 0.588 0.05
H -1.039 4.272 0.153 0.48
H -3.094 4.382 -1.051 0.43
H -1.831 3.993 -2.246 0.30
H -1.279 -0.828 -0.801 0.55
H -2.396 0.515 -0.687 0.46
H -1.799 1.036 1.533 0.58
H -1.933 -0.708 1.410 0.45
H 2.691 0.141 3.661 0.27
H 1.857 -1.140 4.575 0.47
H 2.116 -1.317 2.840 0.21
H -1.636 0.330 4.863 0.32
H -1.904 -0.945 3.672 0.30
H -0.751 -1.194 4.972 0.40
H 1.219 2.482 2.906 0.26
H 0.768 2.218 4.605 0.45
H -0.471 2.643 3.414 0.32
H 0.349 2.016 -4.128 0.32
H -2.134 -0.719 -2.910 0.32
H -2.000 0.231 -4.381 0.34
H 0.650 -0.581 -4.149 0.21
H -0.557 -1.494 -5.029 0.35
H -0.141 -1.919 -3.352 0.07
```

For the HOMO energy, the calculation gives -9.385 eV. For the LUMO energy, the calculation gives 0.435 eV.

---

Entry 2:
Below is a cluster of 5 separate species, C17H34Cl5IN3O7 in total in a non-equilibrium geometry, with properties calculated with ωB97M-V/def2-TZVPD.

Structure (XYZ):
```
67
Properties=species:S:1:pos:R:3:mulliken_charge:R:1
C -4.162 1.378 -3.209 -1.44
C -2.785 0.906 -2.807 0.19
O -2.884 -0.316 -2.113 -0.44
C -1.691 -1.075 -2.102 -0.89
C -0.634 -0.489 -1.149 -0.84
C 0.650 0.017 -1.769 1.91
O 0.401 1.238 -2.520 -0.38
N 0.402 2.392 -1.713 0.25
O 0.497 3.355 -2.358 -0.31
C 1.314 -0.804 -2.867 -1.28
N 2.574 -0.572 -2.870 0.52
C 3.545 -1.169 -3.806 -0.69
N 4.502 -0.171 -4.207 -0.26
C 3.860 1.027 -4.759 -0.86
C 2.993 0.346 -1.801 -0.58
C 1.864 0.062 -0.825 -1.01
I 1.793 1.199 0.964 0.09
H -4.053 2.237 -3.872 0.39
H -4.691 0.604 -3.760 0.35
H -4.759 1.695 -2.357 0.31
H -2.300 1.672 -2.189 0.11
H -2.161 0.784 -3.699 0.21
H -1.317 -1.226 -3.116 0.58
H -1.975 -2.056 -1.739 0.28
H -1.098 0.358 -0.641 0.47
H -0.381 -1.224 -0.386 0.40
H 0.837 -1.530 -3.534 0.30
H 4.040 -1.982 -3.275 0.37
H 2.961 -1.587 -4.632 0.36
H 5.039 -0.557 -5.032 0.29
H 2.811 0.887 -5.049 0.20
H 4.412 1.320 -5.650 0.43
H 3.910 1.861 -4.055 0.20
H 2.990 1.371 -2.162 0.22
H 3.994 0.102 -1.462 0.48
H 1.998 -0.966 -0.495 0.70
C 2.318 6.772 -1.482 0.32
Cl 0.901 6.778 -2.532 -0.10
Cl 2.645 5.132 -0.927 -0.05
Cl 3.714 7.381 -2.375 -0.10
Cl 2.017 7.814 -0.084 -0.11
C -3.133 -2.338 8.189 -0.77
O -2.296 -1.924 7.137 -0.26
C -1.355 -2.916 6.764 -0.57
C -0.910 -2.739 5.331 -0.37
O -1.849 -3.190 4.372 -0.45
C -2.978 -2.370 4.118 -0.50
C -2.678 -1.146 3.285 -0.32
O -2.062 -0.138 4.069 -0.34
C -1.309 0.761 3.287 -0.66
H -2.562 -2.525 9.108 0.32
H -3.845 -1.536 8.376 0.23
H -3.686 -3.246 7.922 0.33
H -1.789 -3.916 6.883 0.35
H -0.476 -2.837 7.419 0.40
H -0.035 -3.375 5.185 0.40
H -0.610 -1.706 5.144 0.17
H -3.486 -2.091 5.044 0.19
H -3.655 -3.000 3.538 0.41
H -3.620 -0.756 2.874 0.45
H -2.026 -1.432 2.451 0.14
H -0.530 0.240 2.718 0.17
H -0.834 1.468 3.966 0.32
H -1.947 1.314 2.587 0.34
Cl 0.357 -3.524 -3.290 -0.62
O 6.410 -0.456 -6.096 -1.11
H 6.810 0.411 -5.966 0.14
```

The total charge is -1. For the HOMO energy, the calculation gives -3.636 eV. For the LUMO energy, the calculation gives 1.395 eV.

---

Entry 3:
Below is a structure of composition C17H34O2P2Ti in a non-equilibrium geometry, with properties calculated with ωB97M-V/def2-TZVPD.

Structure (XYZ):
```
56
Properties=species:S:1:pos:R:3:mulliken_charge:R:1
P -0.876 0.369 -1.887 1.62
P 1.009 -2.370 -0.982 1.13
C 0.393 -0.419 -2.866 -0.98
C 0.501 -1.915 -2.620 -1.18
H 1.336 0.113 -2.725 0.50
H 0.075 -0.261 -3.901 0.65
H -0.448 -2.428 -2.808 0.52
H 1.257 -2.356 -3.281 0.63
C 2.826 -2.477 -1.004 -1.47
H 3.274 -2.258 -0.022 0.38
H 3.252 -1.797 -1.757 0.42
H 3.063 -3.521 -1.271 0.51
C 0.548 -3.900 -0.139 -1.15
H 1.312 -4.669 -0.345 0.48
H -0.415 -4.293 -0.501 0.40
H 0.495 -3.751 0.956 0.31
C -0.918 2.100 -2.641 -1.01
H -1.718 2.749 -2.157 0.33
H -1.184 1.890 -3.691 0.55
H 0.064 2.604 -2.587 0.42
C -2.355 -0.568 -2.522 -1.55
H -2.439 -1.538 -2.011 0.43
H -2.312 -0.741 -3.610 0.44
H -3.284 -0.025 -2.324 0.57
Ti -2.033 1.682 -0.480 -0.64
C 1.312 -0.686 2.848 -0.53
C 2.613 -0.607 2.481 -0.52
C 3.205 0.402 1.567 -0.51
C 2.168 1.491 1.177 -0.84
C 1.611 1.145 -0.127 -0.71
C 0.310 0.509 -0.050 1.49
C 0.258 -0.899 0.536 -0.08
C 0.058 -0.945 2.059 -0.81
C -3.626 0.657 0.168 -1.29
H 1.116 -0.776 3.919 0.44
H 3.364 -1.276 2.947 0.39
H 3.579 -0.077 0.649 0.21
H 4.105 0.849 2.008 0.47
H 1.316 1.554 1.873 0.14
H 2.642 2.482 1.196 0.60
H 1.819 1.782 -0.997 0.33
H -0.452 1.123 0.588 -0.53
H 1.273 -1.377 0.412 -0.62
H -0.640 -1.443 0.161 0.89
H -0.720 -0.215 2.331 0.25
H -0.336 -1.945 2.356 0.41
H -3.343 -0.159 0.850 0.32
H -4.238 0.289 -0.666 0.49
H -4.183 1.484 0.678 0.37
C -2.377 3.915 3.025 -1.11
C -1.683 2.932 2.112 0.74
O -0.905 2.076 2.531 -0.57
O -2.012 3.072 0.831 -0.71
H -1.660 4.357 3.720 0.35
H -3.148 3.400 3.607 0.30
H -2.848 4.665 2.389 0.33
```

The total charge is +2. For the HOMO energy (spin up / spin down), the calculation gives -12.443 / -12.457 eV. For the LUMO energy (spin up / spin down), the calculation gives -8.193 / -8.197 eV.

---

Entry 4:
Below is a structure of composition C17H35AsF5N2OOsSi3, with properties calculated with ωB97M-V/def2-TZVPD.

Structure (XYZ):
```
65
Properties=species:S:1:pos:R:3:lowdin_spin:R:1
Os 1.519 -0.312 0.189 2.35
N 3.675 -0.962 0.188 0.05
C 4.050 -1.388 1.575 0.01
C 3.215 -0.596 2.552 0.01
N 1.771 -0.800 2.177 0.01
H 3.910 -1.701 -0.472 0.00
H 4.257 -0.168 -0.081 0.01
H 5.114 -1.237 1.755 0.00
H 3.848 -2.456 1.663 0.00
H 3.419 0.474 2.489 0.00
H 3.376 -0.915 3.581 0.00
H 1.164 -0.249 2.782 0.00
H 1.523 -1.776 2.352 0.01
F 3.281 3.865 -4.834 0.10
C 2.930 3.435 -3.670 0.23
C 2.592 2.047 -3.535 0.06
F 2.635 1.288 -4.594 0.01
C 2.239 1.606 -2.307 0.07
F 1.875 0.302 -2.089 0.03
C 2.183 2.451 -1.151 0.15
O 1.839 1.985 -0.032 0.34
C 2.518 3.846 -1.342 0.13
F 2.465 4.627 -0.301 0.05
C 2.888 4.319 -2.576 -0.01
F 3.207 5.569 -2.765 -0.02
C -1.190 -1.003 3.622 0.01
Si -1.740 -1.876 2.075 0.05
C -0.880 -3.501 1.815 0.01
C -3.566 -1.958 1.935 0.01
As -0.856 -0.418 0.256 0.16
Si -1.399 -1.644 -1.857 0.05
C -3.123 -2.230 -1.587 0.01
C -1.287 -0.386 -3.197 0.01
C -0.126 -2.978 -1.950 0.01
Si -1.797 1.858 0.411 0.05
C -3.577 1.559 0.780 0.02
C -1.517 2.570 -1.283 0.01
C -0.870 2.699 1.763 0.00
H -1.901 -1.237 4.419 0.00
H -1.174 0.083 3.531 0.00
H -0.222 -1.358 3.983 0.00
H -0.722 -3.995 2.778 0.00
H 0.090 -3.402 1.320 0.00
H -1.488 -4.175 1.209 0.00
H -3.911 -2.572 2.775 0.00
H -3.902 -2.443 1.020 0.00
H -4.050 -0.986 2.029 0.00
H -3.746 -1.493 -1.079 0.00
H -3.150 -3.171 -1.036 0.00
H -3.580 -2.410 -2.565 0.00
H -2.049 0.388 -3.094 0.00
H -1.487 -0.910 -4.138 0.00
H -0.305 0.075 -3.287 0.00
H -0.260 -3.720 -1.162 0.00
H 0.891 -2.582 -1.903 0.00
H -0.221 -3.499 -2.908 0.00
H -4.002 0.761 0.169 0.00
H -4.140 2.469 0.547 0.00
H -3.745 1.338 1.834 0.00
H -2.448 2.552 -1.853 0.00
H -0.766 2.020 -1.851 0.00
H -1.201 3.614 -1.210 0.00
H -1.153 2.305 2.739 0.00
H -1.134 3.762 1.766 0.00
H 0.211 2.636 1.630 0.00
```

The energy relative to the best compared isomer or geometry (same formula, charge and spin) is 0.75 kJ/mol. As for the multiplicity: 5. The total charge is +3. For the HOMO energy (spin up / spin down), the calculation gives -17.937 / -18.331 eV. As for the expectation value of S²: 6.04. For the LUMO energy (spin up / spin down), the calculation gives -9.847 / -11.868 eV.

---

Entry 5:
Below is a structure of composition C17H35BCrF4O16 in a non-equilibrium geometry, with properties calculated with ωB97M-V/def2-TZVPD.

Structure (XYZ):
```
74
Properties=species:S:1:pos:R:3:lowdin_spin:R:1
Cr -0.233 -0.027 -0.100 5.90
C 6.165 3.014 -1.275 0.02
C 5.877 1.558 -0.835 0.08
O 4.513 1.172 -0.802 0.86
H 6.186 3.033 -2.365 0.00
H 7.145 3.327 -0.914 0.00
H 5.424 3.668 -0.816 0.00
H 6.276 1.536 0.179 0.05
H 6.609 0.981 -1.398 0.01
B -5.870 -1.107 0.636 0.01
F -6.474 -1.253 1.916 0.10
F -4.648 -0.552 0.639 0.32
F -5.619 -2.314 0.124 0.41
F -6.762 -0.526 -0.233 0.19
C -3.812 -0.260 -5.697 0.00
O -2.764 0.251 -6.464 0.00
C -1.645 0.687 -5.890 0.00
O -1.296 0.633 -4.715 0.02
O -0.822 1.056 -6.820 0.00
C 0.432 1.649 -6.506 0.00
H -3.720 -1.256 -5.264 0.00
H -4.566 -0.491 -6.450 0.00
H -4.403 0.459 -5.130 0.00
H 1.075 1.692 -7.385 0.00
H 0.895 1.260 -5.600 0.00
H 0.140 2.667 -6.247 0.00
C 2.637 -4.433 3.245 0.00
O 1.551 -5.129 3.853 0.00
C 0.297 -4.674 3.729 0.00
O 0.014 -3.604 3.173 0.01
O -0.483 -5.449 4.336 0.00
C -1.789 -5.082 4.650 0.00
H 3.574 -4.883 3.572 0.00
H 2.785 -3.475 3.744 0.00
H 2.526 -4.235 2.179 0.00
H -1.756 -4.452 5.539 0.00
H -2.341 -5.899 5.114 0.00
H -2.289 -4.580 3.821 0.00
C 3.466 3.148 6.966 0.00
O 2.563 2.962 5.902 0.00
C 1.487 2.226 6.061 0.00
O 0.667 1.954 5.169 0.00
O 1.394 1.702 7.364 0.00
C 0.108 1.031 7.716 0.00
H 3.111 3.722 7.821 0.00
H 4.245 3.844 6.654 0.00
H 3.961 2.209 7.213 0.00
H -0.348 0.571 6.839 0.00
H -0.633 1.785 7.981 0.00
H 0.062 0.390 8.596 0.00
C 0.085 7.252 -0.744 0.00
O -1.354 7.239 -0.603 0.00
C -2.012 6.066 -0.449 0.00
O -1.522 4.957 -0.221 0.01
O -3.295 6.308 -0.560 0.00
C -4.272 5.331 -0.724 0.00
H 0.518 6.705 0.094 0.00
H 0.310 8.313 -0.637 0.00
H 0.463 6.881 -1.697 0.00
H -3.989 4.633 -1.513 0.00
H -5.229 5.649 -1.138 0.00
H -4.390 4.959 0.294 0.00
C 1.651 -4.223 -5.328 0.00
O 0.892 -5.227 -4.739 0.00
C 0.157 -5.199 -3.613 0.00
O 0.002 -4.283 -2.825 0.01
O -0.327 -6.465 -3.506 0.00
C -1.293 -6.796 -2.533 0.00
H 2.110 -3.421 -4.749 0.00
H 0.918 -3.748 -5.980 0.00
H 2.537 -4.590 -5.846 0.00
H -1.023 -7.073 -1.514 0.00
H -1.750 -7.701 -2.933 0.00
H -2.096 -6.080 -2.359 0.00
```

As for the multiplicity: 9. For the HOMO energy (spin up / spin down), the calculation gives -5.293 / -10.088 eV. As for the expectation value of S²: 20.01. For the LUMO energy (spin up / spin down), the calculation gives 0.526 / -7.522 eV.

---

Entry 6:
Below is a structure of composition C17H35BGaNO4P2 in a non-equilibrium geometry, with properties calculated with ωB97M-V/def2-TZVPD.

Structure (XYZ):
```
61
Properties=species:S:1:pos:R:3:mulliken_charge:R:1
Ga -0.175 -0.377 -0.029 0.76
P 2.109 -0.940 0.132 0.80
C 2.217 -1.856 -1.439 -1.13
C 1.045 -1.679 -2.287 0.77
N -0.168 -1.201 -1.801 0.18
C -1.359 -1.422 -2.389 0.65
C -1.421 -2.289 -3.455 -0.82
C -0.232 -2.672 -4.069 -0.49
C 0.984 -2.222 -3.581 -0.89
C -2.623 -0.812 -1.788 -1.36
P -2.310 0.760 -0.868 0.83
H 1.928 -2.419 -4.064 0.48
H -2.409 -2.560 -3.801 0.52
H -0.268 -3.342 -4.916 0.47
H -3.377 -0.562 -2.547 0.67
H -3.130 -1.479 -1.069 0.47
H 2.557 1.948 -3.628 0.26
H 3.167 -1.826 -1.995 0.37
H 0.164 3.816 -1.278 0.31
O 2.314 2.589 -4.260 -0.60
H 2.916 3.297 -3.939 0.34
H -0.104 1.047 -0.258 0.06
O -0.037 3.959 -0.321 -0.59
H 0.677 3.419 0.231 0.31
C -2.407 2.009 -2.182 -1.29
H -3.362 1.846 -2.703 0.48
H -2.341 3.035 -1.789 0.38
H -1.579 1.879 -2.894 0.35
C -3.736 0.964 0.236 -1.22
H -3.568 1.832 0.892 0.37
H -4.651 1.129 -0.351 0.49
H -3.868 0.068 0.859 0.38
C 2.162 -2.535 1.027 -1.09
H 3.244 -2.748 1.033 0.45
H 1.648 -2.521 1.999 0.21
H 1.680 -3.198 0.284 0.45
C 3.364 0.359 0.671 -0.93
H 3.150 0.690 1.713 0.27
H 4.353 -0.131 0.617 0.42
H 3.344 1.238 -0.014 0.32
C -2.506 -0.494 4.285 -1.82
C -1.252 0.340 3.999 1.32
C -1.211 1.497 4.969 -1.75
O -1.264 0.803 2.645 -0.90
B -0.579 -0.199 1.963 1.06
O 0.117 -1.095 2.767 -0.81
C 0.064 -0.526 4.066 1.35
C 1.295 0.349 4.318 -1.98
C 0.101 -1.668 5.039 -1.77
H -3.394 0.113 4.074 0.46
H -2.569 -0.792 5.340 0.40
H -2.557 -1.413 3.685 0.31
H -2.097 2.142 4.910 0.46
H -1.179 1.045 5.970 0.39
H -0.313 2.115 4.823 0.37
H 1.299 0.643 5.376 0.43
H 2.206 -0.227 4.122 0.49
H 1.330 1.260 3.700 0.31
H -0.736 -2.348 4.889 0.39
H 1.038 -2.203 4.880 0.46
H 0.076 -1.319 6.070 0.39
```

The energy relative to the best compared isomer or geometry (same formula, charge and spin) is 515.99 kJ/mol. The total charge is +2. For the HOMO energy (spin up / spin down), the calculation gives -15.137 / -14.746 eV. For the LUMO energy (spin up / spin down), the calculation gives -8.780 / -8.537 eV.